The following is a DFT calculation (ωB97M-V with the def2-TZVPD basis set) of a molecular structure, C21H22N2O3S.

energy above the lowest of the compared OMol25 structures with the same formula, charge and spin = 1409.58 kJ/mol
total energy = -1546.356519 a.u.
gap between HOMO and LUMO = 8.141 eV

The geometry in XYZ format:
```
49
C21H22N2O3S ωB97M-V with the def2-TZVPD basis set
C -5.64 -1.58 -2.22
C -4.35 -1.30 -1.81
C -3.92 -1.72 -0.66
C -2.49 -1.44 -0.17
N -2.03 -1.65 1.13
C -0.65 -1.67 1.62
O -0.30 -2.13 2.83
C 0.20 -0.88 0.54
C -0.16 -0.54 -0.69
C -1.57 -0.82 -1.03
C -1.93 -0.54 -2.51
C -3.21 -0.60 -2.85
H -3.68 -0.17 -3.56
H -1.32 -0.03 -3.07
H 0.47 0.02 -1.32
C 1.67 -0.79 1.24
N 2.04 0.65 1.01
C 1.36 1.71 1.08
O 1.56 2.84 0.53
C 0.04 1.44 1.67
C -0.27 1.21 2.88
C -1.53 1.02 3.20
C -2.40 1.58 2.12
S -1.35 1.94 0.87
H -3.52 1.96 1.89
H -2.17 0.85 4.15
H 0.44 0.85 3.78
C 3.35 0.72 0.14
H 4.18 0.05 0.91
H 3.68 1.76 0.53
C 3.46 0.51 -1.34
H 2.66 1.18 -1.74
C 3.47 -1.00 -1.66
H 2.53 -1.27 -1.75
C 4.44 -0.91 -2.81
H 4.83 -2.03 -3.23
C 5.36 0.27 -2.53
H 5.94 0.39 -3.19
O 4.71 1.05 -1.74
H 6.34 -0.44 -1.90
H 3.81 -0.73 -3.59
H 4.14 -1.78 -0.83
H 1.65 -0.85 2.29
H 2.34 -1.37 0.88
H -2.55 -2.25 1.57
H -4.59 -2.15 0.17
H -5.71 -2.10 -3.04
H -6.30 -1.99 -1.33
H -6.13 -0.50 -2.61
```

Results of the Löwdin charge analysis, in e, for atoms 1 through 4:
1. C -0.091
2. C -0.280
3. C -0.003
4. C -0.129

The following is a DFT calculation (ωB97M-V with the def2-TZVPD basis set) of a gas-phase ion, C21H22N3OS (charge +1).

charge = +1
total energy = -1450.811970 a.u.
gap between HOMO and LUMO = 8.276 eV

The geometry in XYZ format:
```
48
C21H22N3OS ωB97M-V with the def2-TZVPD basis set
O 5.38 6.69 0.73
S -1.04 1.11 1.77
C 4.81 5.79 0.13
C 0.84 -2.01 -1.68
C -2.02 -0.36 1.96
C -1.91 -1.16 0.78
C -0.37 -1.76 -2.23
C -0.52 0.60 0.15
C -1.97 -3.62 0.16
C -3.85 -2.69 1.25
C 2.86 3.41 1.02
C 1.94 4.59 -0.95
C 2.03 2.30 0.77
C 1.22 3.41 -1.21
C -2.43 -4.94 0.27
C -4.35 -3.96 1.46
C -2.64 -2.50 0.66
C 2.78 4.55 0.13
C 1.12 2.32 -0.34
C -3.69 -5.06 0.99
N 3.50 5.73 0.39
N -1.16 -0.61 -0.26
N 0.36 1.18 -0.64
C 5.57 4.81 -0.82
C -4.19 -6.55 1.24
C -1.41 -0.88 -1.68
H 1.29 -1.58 -0.86
H 1.57 -2.59 -2.12
H -2.54 -0.74 2.85
H -0.66 -2.37 -3.11
H -1.02 -3.48 -0.27
H -4.51 -1.80 1.57
H 3.51 3.40 1.94
H 1.77 5.43 -1.66
H 2.09 1.48 1.43
H 0.56 3.33 -2.04
H -1.82 -5.76 -0.07
H -5.38 -4.17 1.72
H 3.25 6.33 1.18
H 0.47 0.80 -1.56
H 5.48 5.16 -1.83
H 5.24 3.67 -0.72
H 6.60 4.89 -0.55
H -3.62 -7.01 2.11
H -4.06 -7.33 0.46
H -5.25 -6.65 1.58
H -1.55 0.03 -2.31
H -2.29 -1.41 -1.79
```

Results of the Löwdin charge analysis, in e, for atoms 1 through 4:
1. O 0.048
2. S 1.105
3. C -0.517
4. C 0.053

The following is a DFT calculation (ωB97M-V with the def2-TZVPD basis set) of C21H22N4O3S in the gas phase.

energy above the lowest of the compared OMol25 structures with the same formula, charge and spin = 0.00 kJ/mol
SMILES = CC(=O)Nc1ccc(NC(=O)c2sc3nc4n(c(=O)c3c2C)CCCCC4)cc1
total energy = -1656.469492 a.u.
gap between HOMO and LUMO = 8.401 eV

The geometry in XYZ format:
```
51
C21H22N4O3S ωB97M-V with the def2-TZVPD basis set
C 5.47 4.23 -1.66
C 5.08 2.82 -2.06
O 5.45 2.30 -3.08
N 4.28 2.22 -1.13
C 3.73 0.94 -1.14
C 3.93 0.03 -2.18
C 3.35 -1.22 -2.12
C 2.56 -1.60 -1.04
N 2.01 -2.89 -1.02
C 0.88 -3.35 -0.42
O 0.68 -4.55 -0.33
C -0.10 -2.35 0.04
S -0.79 -2.57 1.63
C -1.85 -1.24 1.37
N -2.73 -0.81 2.28
C -3.50 0.18 1.95
N -3.45 0.80 0.74
C -2.53 0.42 -0.27
O -2.52 1.01 -1.33
C -1.69 -0.68 0.11
C -0.68 -1.33 -0.66
C -0.34 -0.94 -2.06
C -4.34 1.90 0.42
C -4.04 3.16 1.24
C -4.68 3.16 2.62
C -4.16 2.04 3.52
C -4.48 0.64 2.98
C 2.40 -0.71 0.02
C 2.96 0.55 -0.04
H 6.01 4.22 -0.71
H 6.10 4.66 -2.43
H 4.58 4.84 -1.55
H 4.05 2.77 -0.31
H 4.53 0.32 -3.02
H 3.50 -1.91 -2.93
H 2.56 -3.61 -1.49
H 0.04 -1.79 -2.62
H 0.41 -0.15 -2.06
H -1.23 -0.55 -2.55
H -5.37 1.59 0.57
H -4.18 2.10 -0.64
H -4.41 4.02 0.68
H -2.95 3.27 1.33
H -4.48 4.12 3.10
H -5.76 3.06 2.51
H -4.63 2.14 4.50
H -3.09 2.13 3.66
H -4.41 -0.09 3.80
H -5.49 0.61 2.58
H 1.83 -1.00 0.89
H 2.82 1.23 0.79
```

Results of the Löwdin charge analysis, in e, for atoms 1 through 4:
1. C -0.002
2. C -0.514
3. O 0.070
4. N 0.112

The following is a DFT calculation (ωB97M-V with the def2-TZVPD basis set) of C21H22N4O3S in the gas phase.

energy above the lowest of the compared OMol25 structures with the same formula, charge and spin = 241.59 kJ/mol
SMILES = O=c1[nH]c(CN2CCN(S(=O)(=O)/C=C/c3ccccc3)CC2)nc2ccccc12
total energy = -1656.377477 a.u.
gap between HOMO and LUMO = 8.823 eV

The geometry in XYZ format:
```
51
C21H22N4O3S ωB97M-V with the def2-TZVPD basis set
O 0.00 3.75 2.23
C 0.41 2.87 1.50
N -0.38 2.40 0.46
C 0.00 1.41 -0.41
C -1.00 1.06 -1.47
N -0.77 -0.21 -2.11
C 0.36 -0.23 -3.03
C 0.76 -1.69 -3.27
N -0.35 -2.59 -3.02
S -0.34 -3.32 -1.51
O -1.57 -4.05 -1.40
O 0.90 -4.04 -1.43
C -0.29 -2.06 -0.25
C -1.34 -1.84 0.53
C -1.38 -0.85 1.60
C -0.25 -0.55 2.35
C -0.31 0.41 3.34
C -1.49 1.10 3.59
C -2.62 0.80 2.85
C -2.57 -0.18 1.87
C -1.62 -2.07 -3.44
C -1.96 -0.74 -2.73
N 1.14 0.82 -0.34
C 2.01 1.18 0.66
C 3.24 0.52 0.75
C 4.13 0.86 1.75
C 3.82 1.86 2.67
C 2.62 2.53 2.59
C 1.70 2.19 1.59
H -1.30 2.82 0.38
H -1.03 1.90 -2.20
H -1.99 1.02 -0.99
H 1.18 0.32 -2.57
H 0.09 0.26 -3.98
H 1.09 -1.83 -4.30
H 1.56 -2.01 -2.60
H 0.65 -1.55 -0.18
H -2.24 -2.41 0.33
H 0.67 -1.08 2.17
H 0.57 0.63 3.93
H -1.52 1.86 4.35
H -3.54 1.33 3.04
H -3.46 -0.42 1.30
H -1.57 -1.92 -4.53
H -2.36 -2.83 -3.22
H -2.69 -0.93 -1.93
H -2.41 -0.04 -3.45
H 3.46 -0.25 0.04
H 5.07 0.34 1.82
H 4.53 2.12 3.44
H 2.35 3.31 3.29
```

Results of the Löwdin charge analysis, in e, for atoms 1 through 4:
1. O 0.080
2. C -0.422
3. N 0.209
4. C -0.282

The following is a DFT calculation (ωB97M-V with the def2-TZVPD basis set) of a molecular structure, C21H22N7O7RhS2.

energy above the lowest of the compared OMol25 structures with the same formula, charge and spin = 550.80 kJ/mol
total energy = -2630.104229 a.u.
gap between HOMO and LUMO (spin up / spin down) = 5.594 / 5.863 eV
2S+1 = 5

The geometry in XYZ format:
```
60
C21H22N7O7RhS2 ωB97M-V with the def2-TZVPD basis set
Rh 1.11 0.18 1.76
C 0.15 -0.23 6.97
S 0.86 1.30 6.38
C 0.66 1.13 4.69
S -0.20 -0.07 3.85
N 1.36 2.13 4.05
N 1.28 1.99 2.73
C 1.79 2.98 1.99
C 1.45 2.79 0.58
C 1.19 3.98 -0.21
C -0.08 4.10 -0.74
C -1.09 3.10 -0.94
C -0.82 1.78 -1.30
N 1.11 1.51 0.23
H 0.14 -0.15 8.05
H 0.75 -1.06 6.61
H -0.86 -0.37 6.59
H 2.06 3.89 2.49
H 1.96 4.76 -0.38
H -0.45 5.06 -1.07
H -2.14 3.47 -0.96
H -1.37 -0.16 -0.86
O 4.51 -4.72 1.93
C 3.58 -4.78 0.98
O 3.49 -5.77 0.24
C 2.66 -3.64 0.73
C 1.70 -3.54 -0.26
N 0.98 -2.39 -0.15
N 1.49 -1.65 0.88
C 2.46 -2.36 1.46
C 3.23 -1.82 2.57
O 4.20 -2.38 3.08
O 2.75 -0.63 2.96
H 4.36 -3.85 2.47
H 1.51 -4.23 -1.07
H 0.26 -2.00 -0.78
C -4.06 2.11 -2.85
C -3.26 1.11 -3.57
C -2.19 0.25 -2.82
C -2.70 -1.22 -2.91
C -1.85 -2.36 -2.31
C -0.85 0.34 -3.64
O -0.85 0.58 -4.85
N 0.34 -0.17 -3.08
C 1.18 0.48 -2.18
O 2.38 0.46 -2.37
N 0.49 1.27 -1.12
C -1.87 0.70 -1.35
O -3.06 0.88 -0.57
H -5.15 2.04 -2.81
H -3.60 3.06 -2.55
H -3.71 1.32 -1.31
H -2.75 1.59 -4.42
H -3.96 0.39 -4.01
H -2.78 -1.36 -4.00
H -3.71 -1.29 -2.55
H -0.81 -2.36 -2.64
H -2.36 -3.30 -2.60
H -1.81 -2.35 -1.22
H 0.94 -0.51 -3.85
```

Results of the Löwdin charge analysis, in e, for atoms 1 through 4:
1. Rh 1.047
2. C -0.425
3. S 0.896
4. C -1.096

The following is a DFT calculation (ωB97M-V with the def2-TZVPD basis set) of a molecular structure, C21H23BrN3O2ReSSbSe4.

charge = +1
energy above the lowest of the compared OMol25 structures with the same formula, charge and spin = 97.75 kJ/mol
total energy = -14025.026459 a.u.
gap between HOMO and LUMO (spin up / spin down) = 5.700 / 5.692 eV

The geometry in XYZ format:
```
57
C21H23BrN3O2ReSSbSe4 ωB97M-V with the def2-TZVPD basis set
Re 0.55 1.00 0.94
C -4.27 3.23 0.72
N -3.59 2.39 -0.28
C -4.22 1.69 -1.30
C -3.28 1.03 -1.98
N -2.05 1.32 -1.37
C -2.27 2.16 -0.30
S -1.13 2.89 0.71
C -0.80 1.04 -1.95
C -0.74 0.82 -3.32
C 0.48 0.61 -3.92
C 1.63 0.66 -3.15
C 1.50 0.90 -1.81
N 0.31 1.05 -1.19
H -5.22 3.55 0.30
H -3.65 4.10 0.93
H -4.41 2.67 1.63
H -5.29 1.73 -1.44
H -3.38 0.35 -2.81
H -1.64 0.86 -3.91
H 0.53 0.44 -4.99
H 2.62 0.54 -3.58
H 2.36 0.95 -1.16
Se -2.65 1.60 3.98
Sb -0.32 1.54 4.14
Se 1.00 4.63 2.33
Se 2.04 2.54 1.90
Se 0.44 4.02 4.52
C 3.70 -0.28 3.10
C 3.31 -0.79 1.71
C 4.08 -0.07 0.61
C 3.71 -2.28 1.65
C 1.79 -0.65 1.59
H 4.78 -0.35 3.23
H 3.24 -0.89 3.88
H 3.42 0.76 3.28
H 5.15 -0.26 0.72
H 3.94 1.01 0.62
H 3.80 -0.46 -0.37
H 4.78 -2.37 1.85
H 3.51 -2.71 0.67
H 3.17 -2.86 2.40
H 1.34 -1.19 2.43
Br -1.58 -0.56 1.33
C -1.65 -1.81 -0.13
C -2.85 -1.97 -0.79
C -2.92 -2.89 -1.83
C -1.80 -3.64 -2.18
C -0.62 -3.49 -1.47
C -0.54 -2.57 -0.44
C 0.64 -2.48 0.46
O 0.96 -3.32 1.24
O 1.27 -1.27 0.33
H -3.72 -1.41 -0.49
H -3.85 -3.04 -2.35
H -1.86 -4.36 -2.99
H 0.24 -4.11 -1.70
```

Results of the Löwdin charge analysis, in e, for atoms 1 through 4:
1. Re 0.589
2. C 0.002
3. N -0.091
4. C -0.005

The following is a DFT calculation (ωB97M-V with the def2-TZVPD basis set) of a molecular structure, C21H23BrN5O3PdS.

charge = +1
energy above the lowest of the compared OMol25 structures with the same formula, charge and spin = 63.55 kJ/mol
total energy = -4413.389813 a.u.
gap between HOMO and LUMO (spin up / spin down) = 8.062 / 6.817 eV
2S+1 = 3

The geometry in XYZ format:
```
55
C21H23BrN5O3PdS ωB97M-V with the def2-TZVPD basis set
Pd 0.07 -0.19 0.36
O 0.07 -0.77 2.57
S -0.38 0.63 2.95
N -0.60 1.40 1.70
Br 2.75 -0.07 0.66
C 2.46 -1.94 0.30
C 3.43 -2.89 0.53
C 3.12 -4.20 0.21
C 1.87 -4.50 -0.31
C 0.97 -3.47 -0.50
N 1.26 -2.20 -0.21
H 4.39 -2.61 0.93
H 3.86 -4.98 0.35
H 1.61 -5.51 -0.58
H -0.02 -3.64 -0.90
C 1.28 -0.62 -3.58
C 0.47 0.49 -2.97
C -0.15 1.48 -3.90
O 0.34 0.60 -1.77
H 1.43 -0.48 -4.64
H 0.78 -1.58 -3.42
H 2.24 -0.68 -3.08
H 0.29 1.45 -4.90
H -0.06 2.48 -3.48
H -1.22 1.28 -4.00
C -6.10 3.97 -6.57
C -6.18 2.64 -5.88
C -6.70 1.53 -6.53
C -6.78 0.31 -5.88
C -6.35 0.17 -4.57
N -6.49 -1.09 -3.97
C -5.81 -1.76 -3.00
O -6.17 -2.84 -2.60
N -4.64 -1.12 -2.56
C -3.88 -1.48 -1.47
C -4.21 -2.54 -0.62
C -3.41 -2.81 0.47
C -2.28 -2.03 0.69
N -1.96 -1.02 -0.12
C -2.73 -0.74 -1.16
C -5.87 1.29 -3.90
C -5.77 2.51 -4.56
H -6.50 3.91 -7.58
H -5.07 4.32 -6.62
H -6.68 4.71 -6.02
H -7.05 1.61 -7.54
H -7.19 -0.55 -6.40
H -7.24 -1.65 -4.35
H -4.34 -0.31 -3.09
H -5.09 -3.13 -0.83
H -3.65 -3.61 1.15
H -1.62 -2.21 1.54
H -2.44 0.12 -1.76
H -5.62 1.25 -2.85
H -5.40 3.37 -4.03
```

Results of the Löwdin charge analysis, in e, for atoms 1 through 4:
1. Pd 0.817
2. O -0.687
3. S 0.743
4. N -0.478

The following is a DFT calculation (ωB97M-V with the def2-TZVPD basis set) of a molecular structure, C21H23ClCoN4O4STe.

charge = -2
energy above the lowest of the compared OMol25 structures with the same formula, charge and spin = 136.66 kJ/mol
total energy = -3843.238950 a.u.
gap between HOMO and LUMO (spin up / spin down) = 2.976 / 2.979 eV
2S+1 = 4

The geometry in XYZ format:
```
56
C21H23ClCoN4O4STe ωB97M-V with the def2-TZVPD basis set
Co -0.29 -2.11 -1.20
O 0.19 -5.93 -2.58
C 0.05 -4.92 -1.88
O -0.88 -4.02 -2.03
C 0.99 -4.61 -0.73
C 1.79 -5.51 -0.08
C 2.50 -5.06 1.10
C 2.26 -3.78 1.58
C 1.43 -2.92 0.89
N 0.89 -3.32 -0.33
C 0.90 -1.62 1.35
O 1.30 -1.08 2.39
O -0.06 -1.13 0.56
H 1.83 -6.53 -0.45
H 3.15 -5.74 1.64
H 2.68 -3.43 2.52
C -2.55 6.39 4.19
C -2.43 4.97 3.68
C -2.91 4.62 2.42
C -2.81 3.32 1.93
C -3.35 3.04 0.54
C -2.23 2.31 2.72
Te -1.94 0.33 1.96
C -1.73 2.67 4.00
C -1.04 1.67 4.91
C -1.84 3.98 4.45
H -2.90 7.06 3.40
H -1.59 6.76 4.55
H -3.26 6.46 5.02
H -3.36 5.39 1.80
H -3.75 3.96 0.09
H -4.14 2.29 0.56
H -2.57 2.63 -0.12
H -0.11 1.30 4.47
H -1.66 0.78 5.05
H -0.82 2.12 5.88
H -1.45 4.24 5.43
Cl -1.08 0.85 -2.24
C -1.68 -0.92 -2.00
H -2.00 -1.20 -3.01
H -2.58 -0.83 -1.39
C 3.95 1.24 -4.19
C 4.17 -0.23 -3.80
C 2.89 -1.00 -3.78
N 2.17 -1.14 -2.74
N 0.99 -1.85 -2.95
C 0.83 -2.20 -4.19
N -0.29 -2.76 -4.71
S 2.17 -1.73 -5.17
H 4.89 1.79 -4.16
H 3.24 1.71 -3.51
H 3.54 1.32 -5.20
H 4.59 -0.29 -2.80
H 4.87 -0.70 -4.49
H -0.89 -3.17 -3.94
H -0.09 -3.46 -5.41
```

Results of the Löwdin charge analysis, in e, for atoms 1 through 4:
1. Co 0.624
2. O -0.010
3. C -0.591
4. O -0.121

The following is a DFT calculation (ωB97M-V with the def2-TZVPD basis set) of a gas-phase ion, C21H23ClN2O (charge +2).

charge = +2
total energy = -1457.895959 a.u.
gap between HOMO and LUMO = 3.725 eV

The geometry in XYZ format:
```
48
C21H23ClN2O ωB97M-V with the def2-TZVPD basis set
C 2.42 -0.26 4.46
C 1.46 0.76 3.66
C 1.82 2.28 3.80
C 0.94 3.33 3.06
C -0.28 2.84 2.25
C -1.18 3.94 1.48
C -1.45 5.12 2.56
C -0.30 4.60 0.29
C -0.69 1.32 2.11
O -1.88 1.06 1.35
C -2.23 -0.32 1.31
N -1.54 -1.08 0.20
C -1.15 -2.46 0.28
C -0.48 -3.21 -0.93
C -0.23 -2.46 -2.30
C 0.39 -3.15 -3.58
C 1.30 -2.47 -4.64
C 1.77 -3.32 -5.87
N 1.37 -4.72 -6.05
Cl 1.89 -5.59 -7.46
C 0.55 -5.41 -5.08
C 0.02 -4.66 -3.82
C -0.66 -0.94 -2.31
C -1.32 -0.32 -1.03
C 0.21 0.28 2.82
H 3.07 -0.91 3.79
H 3.08 0.37 5.18
H 1.72 -0.86 5.16
H 2.71 2.65 4.42
H 1.14 4.46 3.12
H -2.16 3.53 1.07
H -0.62 5.89 2.42
H -2.47 5.61 2.39
H -1.41 4.73 3.64
H -0.15 3.89 -0.60
H 0.72 4.97 0.67
H -0.85 5.53 -0.13
H -3.36 -0.35 1.02
H -2.17 -0.86 2.32
H -1.33 -3.08 1.22
H -0.18 -4.31 -0.90
H 1.59 -1.38 -4.54
H 2.42 -2.90 -6.72
H 0.27 -6.51 -5.31
H -0.63 -5.27 -3.11
H -0.49 -0.30 -3.24
H -1.63 0.78 -1.14
H -0.03 -0.84 2.75
```

Results of the Löwdin charge analysis, in e, for atoms 1 through 4:
1. C -0.096
2. C -0.186
3. C -0.006
4. C -0.001